The following is a DFT calculation (ωB97M-V/def2-TZVPD) of a molecular structure, C35H58Cl5N10OSSc.

- total charge = +2
- calculated total energy (Eh) = -5450.7264
- frontier orbital gap (eV) = 8.01
- HOMO (eV) = -12.312
- LUMO (eV) = -4.3001

Each line ends with the Mulliken charge.
Positions of all 111 atoms, in Å:
Sc (-0.484389, -0.282507, 0.754485)  -0.86
C (-0.167329, 3.838879, 3.591846)  -0.95
N (-1.190399, 3.811260, 2.563677)  0.58
C (-1.907954, 5.071441, 2.401901)  -1.22
C (-1.490160, 2.706147, 1.817370)  -0.07
N (-0.590316, 1.866964, 1.345163)  0.77
C (0.796208, 2.297132, 1.182314)  0.84
C (1.105242, 2.506226, -0.290952)  -2.49
N (0.589008, 1.413005, -1.160705)  1.97
C (1.732533, 0.650505, -1.713718)  -0.57
C (2.393401, -0.182220, -0.633883)  -1.25
N (1.379288, -1.083900, -0.108695)  2.09
C (1.486661, -2.371814, -0.036595)  -1.84
N (2.461815, -3.118948, -0.601278)  0.48
C (2.956049, -2.852593, -1.954676)  -1.00
C (2.811449, -4.451019, -0.111518)  -1.03
N (0.374062, -2.958696, 0.640716)  2.00
C (0.588351, -3.518492, 1.979348)  -1.50
C (-0.368936, -3.896957, -0.216891)  -1.20
C (-0.116157, 2.068971, -2.311933)  -1.84
C (-1.140031, 1.282952, -3.114709)  -1.14
N (-0.678942, 0.012995, -3.608573)  0.08
C (-1.051426, -0.351696, -4.797105)  0.10
N (-2.023441, 0.289668, -5.547431)  0.30
C (-1.845070, 0.606051, -6.951629)  -1.19
C (-3.350413, 0.508139, -5.008118)  -0.87
N (-0.447219, -1.433313, -5.374928)  0.13
C (-1.045926, -2.189924, -6.462799)  -1.22
C (0.757331, -1.958872, -4.769543)  -0.40
N (-2.798930, 2.524983, 1.536831)  0.27
C (-3.852024, 2.832127, 2.500002)  -1.23
C (-3.209345, 1.719080, 0.404506)  -1.25
H (0.574380, 4.616339, 3.390964)  0.31
H (0.349732, 2.884719, 3.647091)  0.03
H (-0.624300, 4.053242, 4.561950)  0.38
H (-1.188324, 5.865505, 2.193345)  0.39
H (-2.461194, 5.339415, 3.304979)  0.37
H (-2.601349, 5.007044, 1.568769)  0.36
H (1.456435, 1.541866, 1.622910)  -0.98
H (1.028618, 3.229922, 1.689189)  1.16
H (2.182541, 2.637532, -0.430550)  0.21
H (0.643303, 3.444153, -0.593310)  0.63
H (2.454643, 1.336340, -2.172273)  0.60
H (1.336387, 0.001108, -2.493542)  -0.72
H (2.744192, 0.441790, 0.193572)  -0.15
H (3.271764, -0.688484, -1.026409)  0.84
H (2.442233, -2.004493, -2.395014)  0.26
H (2.748347, -3.728290, -2.572824)  0.37
H (4.032309, -2.672783, -1.958566)  0.32
H (2.741656, -4.503347, 0.969309)  0.24
H (3.851392, -4.634447, -0.376762)  0.42
H (2.203964, -5.237196, -0.564168)  0.36
H (0.986538, -4.534878, 1.953470)  0.50
H (-0.373021, -3.551206, 2.490016)  0.11
H (1.260021, -2.885176, 2.554312)  0.58
H (0.185775, -4.817093, -0.415911)  0.38
H (-0.622527, -3.416065, -1.161876)  0.24
H (-1.291770, -4.163038, 0.297194)  0.33
H (0.656564, 2.462210, -2.986155)  0.40
H (-0.652500, 2.931417, -1.915730)  0.66
H (-1.443386, 1.962847, -3.921919)  0.65
H (-2.035633, 1.173271, -2.489354)  0.27
H (-0.806753, 0.457195, -7.239860)  0.34
H (-2.094758, 1.656584, -7.120430)  0.35
H (-2.480173, 0.000206, -7.605893)  0.38
H (-3.393352, 0.186478, -3.969606)  0.17
H (-4.091730, -0.072188, -5.567400)  0.36
H (-3.637930, 1.562219, -5.061122)  0.29
H (-0.563846, -1.996557, -7.423851)  0.35
H (-2.102114, -1.951857, -6.548347)  0.37
H (-0.964145, -3.255986, -6.249153)  0.44
H (1.626559, -1.322613, -4.965186)  0.31
H (0.957434, -2.946658, -5.179610)  0.39
H (0.624750, -2.043889, -3.690275)  -0.25
H (-3.421380, 3.174501, 3.436084)  0.42
H (-4.428477, 1.926671, 2.697895)  0.35
H (-4.529535, 3.597047, 2.118403)  0.35
H (-3.293451, 0.661624, 0.665223)  0.30
H (-2.512940, 1.852378, -0.422268)  0.22
H (-4.194338, 2.047672, 0.073002)  0.47
Cl (-2.264833, -1.995379, 3.902546)  -0.38
C (-2.797944, -2.351404, 2.277101)  0.80
C (-2.306583, -1.615766, 1.206939)  -0.33
C (-2.862295, -1.947300, -0.011178)  0.19
Cl (-2.201027, -1.033686, -1.371513)  0.27
C (-3.808496, -2.931437, -0.242141)  -0.44
Cl (-4.390225, -3.251894, -1.821816)  -0.17
C (-4.249812, -3.664371, 0.858136)  0.47
Cl (-5.399356, -4.911726, 0.647220)  -0.15
C (-3.743012, -3.370169, 2.131088)  -0.09
Cl (-4.295419, -4.269034, 3.481161)  -0.15
C (6.174554, 2.354868, 3.783329)  -1.53
C (4.847696, 1.656692, 3.849620)  0.60
C (3.901811, 2.000597, 4.810292)  -0.91
C (2.683672, 1.340362, 4.895666)  -0.50
C (2.404399, 0.315701, 4.003371)  0.58
C (3.341661, -0.057757, 3.043001)  -0.38
C (4.543602, 0.618975, 2.964691)  -0.59
S (0.907598, -0.638150, 4.011613)  0.55
C (-0.127162, 0.310363, 5.106179)  -0.67
O (0.360317, -0.436359, 2.597308)  -0.23
H (6.134846, 3.330357, 4.264822)  0.39
H (6.498435, 2.490238, 2.751709)  0.38
H (6.937949, 1.763073, 4.292940)  0.33
H (4.117627, 2.798760, 5.510047)  0.42
H (1.980892, 1.638952, 5.661537)  0.41
H (3.126343, -0.865921, 2.352214)  0.26
H (5.269338, 0.332056, 2.212658)  0.47
H (-0.135742, 1.361566, 4.833482)  -0.04
H (0.251490, 0.163699, 6.118825)  0.57
H (-1.123929, -0.116535, 5.026359)  0.24

Forces on atoms 1 to 6 (eV/Å):
0.0 -0.1 -0.1
0.0 -0.1 0.0
0.0 0.1 0.0
0.0 0.0 0.0
0.0 0.2 0.0
-0.2 -0.1 0.0